165
Properties=species:S:1:pos:R:3:lowdin_charge:R:1 method="wB97M-V/def2-TZVPD" total_charge=0 lumo_ev=0.02 e_homo_ha=-0.2908 orbital_gap_ev=7.93
Ag -0.7291 3.6570 -0.5460 0.74
C 0.1486 -0.0091 -0.0419 -0.36
O 0.0152 1.1450 -0.7936 -0.42
H 0.9757 -0.6659 -0.3111 0.05
H -0.0098 0.1097 1.0300 0.05
H -0.6456 -0.7556 -0.0302 0.03
C -5.0223 -2.9054 -1.5952 -0.06
C -5.2777 -2.3037 -0.2566 -0.45
C -4.2283 -1.3091 0.1379 -0.21
O -4.5348 -0.6328 1.3645 -0.19
C -3.8014 0.5602 1.5717 -0.11
N -6.6695 -1.8399 -0.0111 0.07
H -5.3274 -2.1461 -2.3152 0.09
H -5.5037 -3.8285 -1.9180 0.09
H -3.9466 -3.0797 -1.6182 0.06
H -5.0055 -3.1782 0.3344 0.13
H -4.0923 -0.6022 -0.6806 0.13
H -3.2502 -1.7880 0.0937 0.10
H -2.7137 0.5482 1.5015 0.08
H -3.7802 0.7345 2.6475 0.09
H -4.1383 1.3843 0.9428 0.08
H -6.8737 -1.1385 -0.7085 0.06
H -6.5713 -1.2316 0.7891 0.05
C -2.4194 2.6429 -4.1216 -0.01
C -1.3785 3.7776 -4.1816 -0.49
C -2.0234 5.0282 -4.4561 -0.22
O -2.6467 4.9639 -5.7540 -0.18
C -3.8004 5.8677 -5.8243 -0.08
N -0.6223 3.7956 -2.9845 0.03
H -3.0984 2.9003 -3.3087 0.07
H -1.9758 1.6597 -3.9650 0.06
H -2.9312 2.6205 -5.0837 0.08
H -0.6489 3.5389 -4.9555 0.15
H -1.4028 5.9152 -4.3290 0.14
H -2.8562 5.0204 -3.7529 0.11
H -3.5436 6.9172 -5.9686 0.08
H -4.4448 5.7659 -4.9511 0.08
H -4.3461 5.7031 -6.7534 0.08
H 0.0938 4.4294 -3.3092 0.09
H -0.2064 2.8852 -2.8489 0.03
C 0.3635 -3.8823 -0.8750 -0.01
C -1.1598 -4.1866 -0.4938 -0.42
C -1.9859 -4.9324 -1.5018 -0.16
O -1.9132 -4.2427 -2.7931 -0.20
C -1.6602 -4.9874 -3.9416 -0.14
N -1.1311 -4.9281 0.7116 0.04
H 0.3489 -2.8960 -1.3388 0.04
H 0.9433 -4.6242 -1.4242 0.08
H 0.9338 -3.5686 -0.0006 0.05
H -1.6316 -3.2164 -0.3386 0.11
H -3.0588 -5.0430 -1.3443 0.12
H -1.6039 -5.9482 -1.6035 0.12
H -2.0841 -5.9915 -3.9245 0.08
H -0.6829 -5.3111 -4.2995 0.07
H -2.1802 -4.4377 -4.7262 0.09
H -0.3931 -5.6159 0.7610 0.08
H -0.6071 -4.3049 1.3092 0.06
C -2.7885 -5.0526 7.1403 -0.08
C -2.6709 -4.5813 5.6835 -0.40
C -1.9304 -3.2335 5.5034 -0.15
O -1.7969 -2.9959 4.0560 -0.24
C -2.9437 -2.6973 3.3179 -0.11
N -2.0494 -5.7116 4.8580 0.06
H -3.4247 -5.9172 7.3300 0.07
H -3.0260 -4.2697 7.8605 0.07
H -1.8648 -5.3729 7.6223 0.07
H -3.6376 -4.1917 5.3644 0.11
H -0.8978 -3.4219 5.7971 0.11
H -2.4758 -2.4495 6.0288 0.12
H -2.6916 -2.0877 2.4501 0.08
H -3.7742 -2.2872 3.8925 0.09
H -3.1607 -3.7386 3.0800 0.08
H -2.7601 -6.4292 4.8464 0.06
H -2.2057 -5.5556 3.8725 0.04
C 2.5863 -4.6967 -4.1253 -0.06
C 3.4545 -3.3979 -4.3709 -0.40
C 3.1160 -2.3776 -3.2274 -0.23
O 3.9162 -1.2623 -3.4614 -0.17
C 3.7625 -0.3639 -2.2854 -0.07
N 4.8371 -3.7067 -4.4095 0.05
H 1.5007 -4.7038 -4.2223 0.05
H 2.7433 -5.3828 -3.2930 0.06
H 2.9535 -5.3854 -4.8862 0.07
H 3.1000 -2.9272 -5.2879 0.14
H 3.5511 -2.7711 -2.3088 0.11
H 2.0519 -2.1418 -3.2430 0.11
H 4.4637 -0.5076 -1.4634 0.05
H 2.7279 -0.3284 -1.9441 0.06
H 4.0059 0.6532 -2.5926 0.06
H 4.9796 -4.3914 -3.6809 0.07
H 5.3597 -2.9810 -3.9401 0.07
C 1.8396 -3.4813 4.1807 -0.07
C 2.9063 -2.3628 3.7791 -0.36
C 2.9799 -2.3112 2.1958 -0.21
O 4.1800 -2.9451 1.9232 -0.22
C 4.6851 -3.0005 0.5409 -0.04
N 2.2732 -1.2141 4.3423 0.01
H 0.8161 -3.3441 3.8319 0.05
H 1.7546 -3.6083 5.2599 0.07
H 2.2022 -4.4239 3.7705 0.07
H 3.9130 -2.5575 4.1489 0.14
H 3.0805 -1.3390 1.7133 0.11
H 2.1529 -2.7741 1.6573 0.10
H 4.0481 -3.7156 0.0204 0.08
H 5.6895 -3.4158 0.6235 0.09
H 4.7105 -2.0457 0.0157 0.06
H 2.2336 -1.4127 5.3318 0.07
H 1.3125 -1.2037 4.0307 0.07
C -4.5872 5.4759 1.1004 -0.06
C -3.2111 5.0026 0.8437 -0.45
C -2.5007 4.2108 1.9614 -0.20
O -1.1551 3.9077 1.7822 -0.28
C -0.3913 3.7348 3.0489 -0.03
N -3.1733 4.1942 -0.3688 0.03
H -4.4653 6.0235 2.0350 0.08
H -5.1947 4.6305 1.4236 0.09
H -4.8832 6.2276 0.3687 0.10
H -2.6008 5.8878 0.6648 0.13
H -2.7629 3.1669 2.1333 0.12
H -2.5489 4.8502 2.8428 0.12
H -0.3570 4.7120 3.5305 0.08
H 0.6304 3.3920 2.8854 0.05
H -0.8240 3.0752 3.8012 0.09
H -3.6736 4.7542 -1.0442 0.07
H -3.8523 3.4484 -0.3154 0.07
C 0.0885 -0.2153 -4.2991 -0.81
O 0.4492 -0.5080 -5.4416 0.02
N -0.4361 -0.9139 -3.3713 0.20
N 0.5433 0.8275 -3.7207 0.14
H -0.5446 -0.4731 -2.4691 0.09
H -0.5957 -1.8851 -3.5979 0.12
H 0.4455 0.8733 -2.7165 0.04
H 1.2732 1.3137 -4.2217 0.13
C 2.8503 3.3439 -0.8442 -0.89
O 3.5015 4.3714 -0.7861 0.00
N 2.6062 2.7111 -1.8797 0.22
N 2.3312 2.8926 0.2246 0.21
H 1.9333 1.9598 -1.8259 0.08
H 2.7810 3.3193 -2.6669 0.15
H 1.7496 2.0682 0.2718 0.08
H 2.5148 3.2260 1.1601 0.09
C 0.6512 6.6171 0.1735 -0.79
O -0.0358 6.0345 -0.6889 -0.06
N 0.1099 7.6316 0.7586 0.17
N 1.8185 6.3000 0.5332 0.22
H 0.6066 8.0585 1.5274 0.11
H -0.8116 7.9015 0.4452 0.12
H 2.4205 5.7173 -0.0309 0.08
H 2.0883 6.6610 1.4371 0.13
C 3.7939 2.5289 4.0118 -0.80
O 2.7273 2.9100 3.5154 0.00
N 4.1933 2.7198 5.2397 0.17
N 4.6387 1.8494 3.3918 0.19
H 3.4752 3.2062 5.7572 0.12
H 5.1000 2.5177 5.6362 0.12
H 4.2518 1.4455 2.5507 0.13
H 5.5334 1.8010 3.8580 0.13
C 6.8169 1.3075 -0.8873 -0.76
O 6.8632 0.5389 -1.8555 0.02
N 7.7874 1.3441 -0.0350 0.15
N 5.7798 1.9710 -0.4314 0.19
H 7.6945 1.8195 0.8513 0.10
H 8.5668 0.7225 -0.1970 0.12
H 4.9017 1.9742 -0.9304 0.08
H 6.0348 2.5985 0.3178 0.11


199
Properties=species:S:1:pos:R:3:lowdin_charge:R:1 method="wB97M-V/def2-TZVPD" total_charge=0 lumo_ev=-0.20 e_homo_ha=-0.2728 orbital_gap_ev=7.22
Cd 2.7714 3.0061 -1.4147 1.16
Br 4.9706 4.1952 -2.2741 -0.32
C 1.7027 -0.5734 -0.1142 -0.05
C 0.7442 0.6605 -0.0744 -0.36
O 1.1445 1.8683 -0.7470 -0.43
H 2.6488 -0.3667 0.3861 0.04
H 1.8698 -0.7821 -1.1709 0.06
H 1.2554 -1.4392 0.3740 0.04
H 0.4879 0.8488 0.9682 0.07
H -0.2253 0.4279 -0.5148 0.07
C 0.3741 -3.3200 -3.6947 -0.06
C 1.7795 -2.7622 -3.4193 -0.31
O 2.6296 -3.1357 -4.5023 -0.10
H 0.3494 -4.4097 -3.6880 0.08
H 0.0132 -2.9490 -4.6540 0.06
H -0.2160 -2.8954 -2.8825 0.06
H 2.2930 -3.2460 -2.5884 0.11
H 1.8218 -1.6850 -3.2580 0.08
H 3.4751 -2.6961 -4.3859 0.01
C -1.0578 -3.0009 1.0034 -0.05
C 0.0332 -4.0603 0.5387 -0.22
O 0.7493 -4.3781 1.7529 -0.14
H -1.8303 -2.8968 0.2416 0.07
H -0.5292 -2.0751 1.2308 0.05
H -1.5926 -3.2674 1.9151 0.06
H 0.8150 -3.7344 -0.1473 0.10
H -0.4895 -4.9334 0.1483 0.11
H 0.2135 -4.6754 2.4919 0.09
C 4.7976 0.4074 3.1815 -0.05
C 3.7035 1.4437 3.5461 -0.26
O 3.7750 2.5336 2.6384 -0.10
H 5.7972 0.8014 3.3653 0.08
H 4.7211 0.1649 2.1215 0.06
H 4.6680 -0.5204 3.7387 0.05
H 3.6782 1.7580 4.5895 0.10
H 2.7265 1.0077 3.3373 0.10
H 4.6187 2.9527 2.8234 0.11
C 2.1093 -7.9786 1.6167 -0.10
C 1.9604 -7.5754 0.1832 -0.31
O 2.5657 -6.2990 0.1232 -0.09
H 3.1635 -8.0866 1.8717 0.07
H 1.6966 -8.9717 1.7944 0.08
H 1.6547 -7.2350 2.2714 0.07
H 0.8890 -7.5313 -0.0120 0.11
H 2.4654 -8.2746 -0.4833 0.12
H 2.0817 -5.6976 0.6940 0.02
C -2.4482 -1.7230 -4.6581 -0.08
C -3.0440 -2.3880 -5.8890 -0.42
C -4.3807 -3.1162 -5.6353 -0.18
O -4.8612 -3.8175 -6.8459 -0.19
C -6.2342 -4.2378 -6.6217 -0.11
N -3.2215 -1.3009 -6.8590 0.05
H -1.5243 -1.1943 -4.8923 0.07
H -2.1814 -2.4243 -3.8675 0.06
H -3.1629 -1.0470 -4.1887 0.06
H -2.3120 -3.1160 -6.2388 0.14
H -5.1419 -2.3709 -5.4047 0.11
H -4.3068 -3.8431 -4.8264 0.12
H -6.3483 -4.8278 -5.7124 0.08
H -6.5728 -4.8458 -7.4606 0.08
H -6.9428 -3.4152 -6.5241 0.08
H -3.8710 -0.6614 -6.4240 0.07
H -3.6848 -1.6992 -7.6633 0.06
C -5.7551 -2.5258 -2.3669 -0.05
C -6.1276 -1.1696 -1.8039 -0.47
C -4.9079 -0.3772 -1.3690 -0.22
O -3.9906 -1.0793 -0.5370 -0.17
C -2.8636 -0.1795 -0.3575 -0.09
N -6.9511 -0.4930 -2.7704 0.05
H -5.1766 -3.0629 -1.6153 0.08
H -5.0568 -2.3716 -3.1896 0.05
H -6.6297 -3.0573 -2.7421 0.08
H -6.7135 -1.3812 -0.9095 0.13
H -5.2562 0.5049 -0.8317 0.12
H -4.4175 -0.0371 -2.2812 0.11
H -2.2152 -0.7419 0.3144 0.05
H -3.0038 0.7848 0.1308 0.08
H -2.3892 0.0199 -1.3183 0.08
H -7.2030 0.3627 -2.2966 0.07
H -7.7814 -1.0675 -2.7940 0.07
C -0.4415 1.0412 4.5939 -0.05
C -1.3294 0.1336 3.7782 -0.39
C -1.8129 -1.1479 4.5658 -0.16
O -2.6381 -1.9375 3.6782 -0.21
C -3.2219 -2.9435 4.4761 -0.12
N -2.5381 0.8009 3.3166 0.04
H -0.1866 2.0358 4.2281 0.06
H 0.5135 0.5385 4.7467 0.07
H -0.7643 1.1739 5.6265 0.08
H -0.8252 -0.1163 2.8447 0.12
H -2.2381 -0.8353 5.5195 0.12
H -0.9528 -1.7865 4.7673 0.12
H -3.8348 -3.6093 3.8685 0.09
H -3.7460 -2.4138 5.2716 0.09
H -2.5414 -3.6420 4.9630 0.08
H -3.1470 0.2140 2.7645 0.09
H -3.0474 1.1230 4.1272 0.10
C -4.7802 4.3292 -0.5515 -0.05
C -4.9718 3.9538 -2.0256 -0.40
C -6.0600 4.7535 -2.7325 -0.20
O -7.3061 4.4804 -2.1185 -0.19
C -8.3328 5.3768 -2.4890 -0.11
N -3.6883 4.2128 -2.7043 0.04
H -4.2988 5.2940 -0.3914 0.08
H -4.0987 3.6443 -0.0469 0.06
H -5.7134 4.3584 0.0109 0.07
H -5.2434 2.9048 -2.1441 0.13
H -6.1137 4.4308 -3.7722 0.13
H -5.8747 5.8240 -2.6443 0.13
H -8.1670 6.4179 -2.2118 0.08
H -9.2477 5.0214 -2.0149 0.09
H -8.4095 5.4230 -3.5753 0.08
H -3.5985 5.1906 -2.4678 0.08
H -2.9824 3.7900 -2.1186 0.05
C 2.9298 -2.7844 4.2558 -0.07
C 3.8814 -3.1970 3.1666 -0.37
C 4.1446 -4.7487 3.1371 -0.16
O 4.7969 -5.3014 4.2877 -0.17
C 5.4430 -6.5281 3.9880 -0.12
N 3.3611 -2.7294 1.8387 0.07
H 3.2390 -3.2586 5.1873 0.09
H 1.8999 -3.0632 4.0328 0.07
H 2.7700 -1.7252 4.4577 0.06
H 4.7972 -2.6468 3.3826 0.12
H 4.7427 -5.0083 2.2636 0.11
H 3.1895 -5.2595 3.0149 0.11
H 5.7868 -6.6917 2.9666 0.09
H 4.8518 -7.3645 4.3609 0.09
H 6.3977 -6.6420 4.5016 0.08
H 3.0858 -1.7745 2.0189 0.05
H 2.4458 -3.1478 1.7538 0.04
C 0.7042 6.3906 4.4693 -0.05
C 2.1255 5.7795 4.4137 -0.40
C 2.2121 4.4863 5.3226 -0.17
O 2.2387 4.8776 6.6791 -0.20
C 2.2827 3.8469 7.5809 -0.14
N 2.4023 5.4129 3.0618 0.04
H 0.7271 7.2949 3.8612 0.07
H 0.3781 6.6332 5.4807 0.07
H -0.0426 5.8114 3.9261 0.06
H 2.8397 6.5337 4.7441 0.14
H 3.2131 4.0757 5.1908 0.11
H 1.4200 3.7539 5.1665 0.12
H 2.2135 4.3029 8.5686 0.09
H 3.2056 3.2787 7.4639 0.09
H 1.3682 3.2633 7.4755 0.08
H 1.7747 4.6559 2.8312 0.01
H 3.2634 4.8856 3.0376 0.06
O 4.8284 -0.2864 -1.2952 -0.05
H 4.1323 0.0385 -0.7240 -0.02
H 5.0485 -1.1473 -0.9395 0.00
O 1.7310 0.4162 -5.0518 -0.03
H 1.0008 0.6234 -5.6350 0.07
H 2.0410 -0.4389 -5.3500 0.06
O 7.3171 -1.2264 0.8678 -0.04
H 7.9314 -1.6837 1.4420 0.06
H 6.6841 -1.8969 0.6110 -0.02
O 2.2513 4.5815 -0.2477 -0.14
H 2.2506 5.5336 -0.3470 0.08
H 1.8347 4.4285 0.6005 0.01
O 5.4325 -2.8831 -0.0730 -0.05
H 5.2308 -3.6444 -0.6170 0.07
H 4.7714 -2.9006 0.6190 -0.01
O 7.0076 1.4838 1.2137 -0.06
H 7.6484 1.9226 0.6542 0.05
H 7.2331 0.5555 1.1546 -0.02
O -3.3920 1.8838 -4.3563 -0.07
H -2.4785 1.6113 -4.2690 -0.01
H -3.4689 2.6506 -3.7886 -0.04
O 4.0147 2.0373 0.0742 -0.16
H 3.9766 1.9962 1.0298 0.00
H 4.8715 1.6726 -0.1476 0.02
O -0.4286 1.6579 -3.4128 -0.03
H -0.1103 1.7664 -2.5167 0.01
H 0.2818 1.2045 -3.8666 0.02
O -0.5452 5.4747 -2.0832 -0.05
H -0.7160 6.2973 -1.6245 0.06
H -0.7904 4.7947 -1.4558 -0.01
O -1.3521 3.6862 -0.2760 -0.04
H -1.6168 3.7497 0.6417 0.01
H -0.8466 2.8749 -0.3244 0.02
O 3.1864 1.4542 -2.9648 -0.15
H 4.1092 1.3207 -3.1814 0.02
H 2.7136 0.8723 -3.5599 0.00
O 0.7558 3.4965 1.8660 -0.06
H 0.9513 2.8424 1.1950 0.01
H -0.0779 3.2133 2.2415 0.00
O 1.6774 4.0777 -2.9190 -0.16
H 1.3031 4.8877 -2.5727 0.02
H 1.1251 3.8598 -3.6698 0.02
O 5.0468 -1.8432 -3.9907 -0.02
H 5.9758 -2.0728 -4.0138 0.06
H 5.0290 -0.9491 -3.6496 0.03
O -0.6245 4.1489 -4.6759 -0.05
H -0.7903 3.3298 -4.2091 -0.02
H -0.9047 4.8328 -4.0676 0.01
O -1.9001 3.2838 2.4042 -0.06
H -2.2897 3.8473 3.0727 0.08
H -2.1075 2.3940 2.6896 -0.02


67
Properties=species:S:1:pos:R:3:nbo_charge:R:1 method="wB97M-V/def2-TZVPD" total_charge=0 lumo_ev=-1.20 e_homo_ha=-0.2772 orbital_gap_ev=6.35 e_above_lowest_kj_mol=3.3
Pd 1.3224 2.8000 -1.3859 0.78
Br -1.5992 -1.2473 -6.8781 0.05
C -1.0900 0.0107 -5.5569 -0.15
C -1.8774 1.1609 -5.3534 -0.18
C -1.5279 2.0749 -4.4048 -0.25
C -0.3747 1.9115 -3.5815 0.42
O -0.1555 2.8273 -2.7070 -0.66
C 0.4159 0.7448 -3.8078 -0.21
C 1.5854 0.4066 -3.0735 0.20
N 2.1282 1.1031 -2.1336 -0.51
C 3.2713 0.6714 -1.4283 0.12
C 4.0046 -0.4623 -1.6690 -0.21
C 5.1343 -0.7699 -0.8862 -0.19
C 5.5428 0.0597 0.1180 -0.19
C 4.8249 1.2484 0.3803 -0.10
C 5.2114 2.1809 1.3710 -0.10
C 4.4963 3.3285 1.5305 -0.26
C 3.3635 3.5490 0.7234 0.10
N 2.9532 2.6839 -0.1735 -0.44
C 3.6840 1.5417 -0.3857 0.22
C 0.0249 -0.1865 -4.8059 -0.18
H -2.7644 1.3126 -5.9543 0.23
H -2.1259 2.9596 -4.2342 0.23
H 2.0429 -0.5412 -3.3526 0.18
H 3.7337 -1.1402 -2.4659 0.22
H 5.6841 -1.6768 -1.0984 0.22
H 6.4163 -0.1709 0.7138 0.22
H 6.0831 1.9740 1.9795 0.22
H 4.7704 4.0757 2.2610 0.24
H 2.7842 4.4556 0.8154 0.24
H 0.6324 -1.0701 -4.9604 0.22
F 0.7826 4.7960 5.4996 -0.29
C 0.6748 4.7898 4.1703 0.27
C 0.5462 3.5943 3.4856 0.25
F 0.5314 2.4410 4.1630 -0.29
C 0.4310 3.5990 2.1085 0.35
F 0.3180 2.4063 1.5089 -0.32
C 0.4532 4.7698 1.3572 -0.34
Se 0.2519 4.8109 -0.5402 -0.10
C 0.5856 5.9506 2.0780 0.31
F 0.6191 7.1251 1.4421 -0.29
C 0.6921 5.9748 3.4594 0.26
F 0.8190 7.1340 4.1078 -0.29
N -3.3201 -3.7780 2.2293 -0.55
C -4.0722 -4.9327 2.2698 0.17
C -4.7428 -5.5853 3.2990 -0.26
C -5.4062 -6.7490 2.9637 -0.21
C -5.4021 -7.2456 1.6497 -0.23
C -4.7353 -6.5906 0.6349 -0.19
C -4.0604 -5.4124 0.9533 0.06
N -3.3250 -4.5652 0.1431 -0.44
C -2.9074 -3.6145 0.9312 0.35
C -2.0807 -2.4810 0.4958 -0.06
C -1.8532 -2.2815 -0.8608 -0.17
C -1.0691 -1.2104 -1.2524 0.02
N -0.5057 -0.3487 -0.4032 -0.42
C -0.7312 -0.5459 0.8924 0.04
C -1.5036 -1.5860 1.3877 -0.24
H -3.1504 -3.1486 2.9921 0.42
H -4.7479 -5.2054 4.3123 0.22
H -5.9425 -7.2922 3.7306 0.21
H -5.9362 -8.1616 1.4344 0.21
H -4.7295 -6.9670 -0.3791 0.22
H -2.2889 -2.9541 -1.5858 0.24
H -0.8934 -1.0291 -2.3065 0.19
H -0.2716 0.1595 1.5731 0.21
H -1.6244 -1.6819 2.4592 0.20